Entry 1:
# C43H63BBrF3N16O3

A cluster of 17 separate species, C43H63BBrF3N16O3 in total at a distorted geometry (ωB97M-V with the def2-TZVPD basis set, the Open Molecules 2025 dataset).

Geometry as ORCA input:
```
! RIJCOSX wB97M-V def2-TZVPD def2/J DEFGRID3
* xyz 0 1
C 4.703 0.863 0.537
C 5.316 1.531 -0.813
C 4.882 3.052 -1.018
O 5.570 3.803 -1.766
O 3.753 3.650 -0.400
C 2.502 3.057 -0.929
C 1.305 3.813 -0.183
B 0.090 2.862 0.314
C -1.397 3.577 0.406
C -2.610 2.577 0.102
C -2.700 2.135 -1.453
F -2.060 2.875 -2.481
C -3.487 0.967 -1.706
F -4.719 0.910 -0.982
F -3.081 -0.039 -2.608
C 0.209 1.306 0.765
C 0.442 0.266 -0.419
O 0.757 -0.912 -0.093
Br 0.335 0.649 -2.351
H 5.532 0.511 1.246
H 4.048 1.625 1.096
H 4.001 -0.011 0.283
H 6.449 1.446 -0.828
H 4.925 0.927 -1.703
H 2.574 1.939 -0.721
H 2.488 3.321 -2.047
H 0.882 4.599 -0.905
H 1.732 4.399 0.706
H -1.397 4.510 -0.250
H -1.495 3.916 1.505
H -2.679 1.675 0.790
H -3.580 3.182 0.281
H -0.711 0.929 1.350
H 1.079 1.232 1.523
C 0.603 -3.901 -2.037
C 1.672 -3.176 -2.794
N 2.522 -2.614 -3.392
H 0.089 -4.600 -2.699
H 1.047 -4.455 -1.209
H -0.120 -3.186 -1.642
C 4.866 4.541 -5.061
C 3.518 3.940 -5.316
N 2.458 3.467 -5.514
H 4.790 5.629 -5.045
H 5.250 4.195 -4.100
H 5.560 4.245 -5.849
C 0.010 -2.035 3.908
C 0.072 -0.544 3.788
N 0.130 0.630 3.701
H 0.345 -2.341 4.900
H -1.013 -2.377 3.757
H 0.655 -2.494 3.157
C 2.145 -3.695 7.752
C 2.239 -4.041 6.297
N 2.312 -4.320 5.153
H 1.162 -3.276 7.970
H 2.292 -4.591 8.357
H 2.909 -2.962 8.010
C 3.957 0.233 5.034
C 2.959 -0.327 5.999
N 2.172 -0.770 6.756
H 3.826 1.313 4.949
H 4.970 0.024 5.383
H 3.818 -0.220 4.050
C 4.775 -3.747 -5.762
C 4.878 -4.094 -7.215
N 4.959 -4.368 -8.359
H 3.793 -3.323 -5.549
H 4.915 -4.642 -5.156
H 5.542 -3.016 -5.499
C 6.570 3.372 7.058
C 6.702 2.010 6.449
N 6.807 0.940 5.970
H 7.314 3.499 7.846
H 6.724 4.136 6.295
H 5.573 3.491 7.486
C -7.843 0.528 -2.313
C -8.858 -0.574 -2.304
N -9.656 -1.441 -2.297
H -8.177 1.346 -1.674
H -6.886 0.156 -1.944
H -7.711 0.902 -3.327
C 7.215 -0.563 -6.119
C 6.830 0.031 -4.798
N 6.527 0.499 -3.761
H 8.246 -0.299 -6.357
H 7.126 -1.649 -6.077
H 6.559 -0.181 -6.903
C 2.926 -8.178 -6.920
C 3.427 -7.309 -5.809
N 3.823 -6.626 -4.936
H 3.268 -9.204 -6.773
H 1.835 -8.166 -6.937
H 3.302 -7.811 -7.876
C 6.724 -3.241 7.783
C 5.730 -3.807 8.750
N 4.948 -4.252 9.510
H 6.590 -2.161 7.703
H 7.737 -3.451 8.127
H 6.581 -3.691 6.799
C -0.038 1.860 -7.399
C 0.048 1.497 -8.850
N 0.116 1.213 -9.991
H -1.014 2.299 -7.184
H 0.093 0.967 -6.785
H 0.741 2.582 -7.149
C -10.322 2.939 -4.414
C -9.004 3.156 -3.735
N -7.965 3.327 -3.206
H -10.832 3.894 -4.545
H -10.164 2.481 -5.392
H -10.946 2.281 -3.808
C -9.868 1.980 1.479
C -10.470 3.123 0.716
N -10.942 4.027 0.123
H -8.799 1.916 1.271
H -10.014 2.131 2.550
H -10.344 1.043 1.183
C -4.266 -3.428 4.747
C -2.933 -3.443 5.430
N -1.885 -3.455 5.967
H -4.583 -2.398 4.576
H -4.197 -3.944 3.788
H -5.007 -3.931 5.369
C -13.256 1.571 4.508
C -11.932 1.531 5.209
N -10.891 1.499 5.758
H -13.566 2.607 4.362
H -13.176 1.083 3.536
H -14.008 1.054 5.106
*
```

Summary:
Largest force on an atom: 5.56 eV/A
LUMO energy: -0.0006 hartree
HOMO level: -0.3396 hartree

Entry 2:
# C9H10IO5V

A structure of composition C9H10IO5V at a distorted geometry (ωB97M-V with the def2-TZVPD basis set, the Open Molecules 2025 dataset).

Geometry as ORCA input:
```
! RIJCOSX wB97M-V def2-TZVPD def2/J DEFGRID3
* xyz 0 3
V 1.591 0.618 0.828
O 2.394 -1.898 -0.836
C 1.755 -0.888 -0.972
O 2.272 0.347 -0.885
C 0.219 -0.970 -1.135
C -0.368 0.421 -1.363
C -1.852 0.391 -1.698
C -2.495 0.043 -0.334
C -1.271 -0.112 0.553
O -0.354 0.919 0.026
C -0.504 -1.402 0.215
C 0.410 -1.786 1.391
O 0.462 -2.911 1.791
O 1.085 -0.754 1.932
H 0.019 -1.668 -1.944
H 0.240 1.066 -1.982
H -2.067 -0.339 -2.477
H -2.175 1.369 -2.048
H -3.078 -0.876 -0.354
H -3.134 0.848 0.023
H -1.428 0.062 1.610
H -1.170 -2.244 0.060
I 3.819 1.435 2.257
C 1.954 2.383 1.688
H 2.211 3.230 1.056
H 1.462 2.715 2.598
*
```

Summary:
Largest force on an atom: 1.81 eV/A
LUMO energy (spin up / spin down): 0.0021 / -0.0009 hartree
HOMO level (spin up / spin down): -0.3264 / -0.3565 hartree
Energy relative to the best compared isomer or geometry (same formula, charge and spin): 11.5 kcal/mol

Entry 3:
# C5H11BeClCoF3O3S

A structure of composition C5H11BeClCoF3O3S at a distorted geometry (ωB97M-V with the def2-TZVPD basis set, the Open Molecules 2025 dataset).

Geometry as ORCA input:
```
! RIJCOSX wB97M-V def2-TZVPD def2/J DEFGRID3
* xyz -2 5
Co -0.318 1.839 -2.249
Cl -1.812 2.273 -3.715
C 1.251 1.411 -3.404
C 0.092 3.479 -1.202
H 1.330 2.183 -4.190
H 2.179 1.369 -2.805
H 1.068 0.427 -3.877
H 0.849 4.045 -1.775
H 0.482 3.198 -0.208
H -0.837 4.073 -1.119
Be -0.491 -0.514 0.233
C -0.919 0.445 1.547
C 0.238 0.026 -1.204
H -0.830 1.517 1.324
H -1.965 0.238 1.818
H -0.307 0.212 2.432
H 1.319 0.148 -0.977
H 0.197 -0.690 -2.047
F 1.365 -4.751 -0.374
C 0.617 -3.688 -0.728
F 1.404 -2.799 -1.382
F -0.363 -4.094 -1.567
S -0.134 -2.879 0.783
O -0.777 -3.937 1.503
O 0.932 -2.107 1.403
O -1.124 -1.935 0.106
*
```

Summary:
Largest force on an atom: 3.35 eV/A
LUMO energy (spin up / spin down): 0.1869 / 0.1867 hartree
HOMO level (spin up / spin down): 0.0137 / -0.0514 hartree
Energy relative to the best compared isomer or geometry (same formula, charge and spin): 6.0 kcal/mol

Entry 4:
# C12H32B2F8O12PtS4

A structure of composition C12H32B2F8O12PtS4 at a distorted geometry (ωB97M-V with the def2-TZVPD basis set, the Open Molecules 2025 dataset).

Geometry as ORCA input:
```
! RIJCOSX wB97M-V def2-TZVPD def2/J DEFGRID3
* xyz -1 4
Pt -0.656 -1.246 0.116
B -0.822 -3.899 -1.021
F -1.597 -4.774 -1.714
F 0.501 -4.349 -0.946
F -0.925 -2.673 -1.623
F -1.386 -3.627 0.202
B -0.733 1.096 -1.245
F -1.836 1.692 -0.766
F -0.990 -0.076 -1.819
F 0.123 1.864 -2.034
F 0.059 0.850 -0.144
O 3.586 -2.487 0.297
S 2.757 -1.884 -0.748
O 1.350 -1.530 -0.523
O 3.541 -0.535 -1.203
C 2.788 0.586 -1.774
C 3.849 1.653 -2.283
C 2.765 -2.856 -2.451
H 2.117 1.019 -1.033
H 2.082 0.220 -2.520
H 4.269 1.363 -3.246
H 4.541 1.817 -1.457
H 3.411 2.587 -2.635
H 2.621 -3.907 -2.201
H 3.780 -2.737 -2.830
H 2.175 -2.322 -3.195
O 4.188 0.567 2.082
S 2.782 0.831 2.423
O 1.707 0.064 1.728
O 2.608 0.544 3.973
C 3.688 0.982 4.885
C 3.661 0.038 6.065
C 2.291 2.676 2.430
H 3.466 2.029 5.095
H 4.675 1.161 4.459
H 4.242 0.589 6.804
H 4.203 -0.887 5.868
H 2.638 -0.126 6.404
H 1.211 2.784 2.528
H 2.633 3.170 1.520
H 2.754 3.195 3.269
O -1.659 1.593 3.697
S -2.463 0.769 2.748
O -1.856 -0.076 1.772
O -3.599 -0.212 3.540
C -3.286 -0.886 4.687
C -4.385 -1.806 5.048
C -3.645 1.910 1.846
H -3.092 -0.193 5.505
H -2.373 -1.440 4.468
H -4.571 -2.507 4.235
H -5.305 -1.260 5.256
H -4.046 -2.344 5.933
H -4.023 2.486 2.691
H -4.400 1.431 1.223
H -2.836 2.462 1.367
O -4.104 1.690 -5.559
S -3.694 0.268 -5.434
O -4.385 -0.730 -6.229
O -2.086 0.110 -5.595
C -1.237 1.156 -5.229
C 0.165 0.680 -5.631
C -3.910 -0.309 -3.661
H -1.286 1.446 -4.180
H -1.592 2.022 -5.789
H 0.460 -0.313 -5.291
H 0.929 1.394 -5.322
H 0.080 0.418 -6.686
H -4.971 -0.179 -3.447
H -3.289 0.329 -3.032
H -3.659 -1.369 -3.666
*
```

Summary:
Largest force on an atom: 4.35 eV/A
LUMO energy (spin up / spin down): 0.0754 / 0.0743 hartree
HOMO level (spin up / spin down): -0.0665 / -0.2228 hartree
Energy relative to the best compared isomer or geometry (same formula, charge and spin): 24.0 kcal/mol

- Among the records above, which one has the lowest largest force on an atom?
  C9H10IO5V

- Which formula does entry 4 have?
  C12H32B2F8O12PtS4

Please write out number 3 again, unchanged.
# C5H11BeClCoF3O3S

A structure of composition C5H11BeClCoF3O3S at a distorted geometry (ωB97M-V with the def2-TZVPD basis set, the Open Molecules 2025 dataset).

Geometry as ORCA input:
```
! RIJCOSX wB97M-V def2-TZVPD def2/J DEFGRID3
* xyz -2 5
Co -0.318 1.839 -2.249
Cl -1.812 2.273 -3.715
C 1.251 1.411 -3.404
C 0.092 3.479 -1.202
H 1.330 2.183 -4.190
H 2.179 1.369 -2.805
H 1.068 0.427 -3.877
H 0.849 4.045 -1.775
H 0.482 3.198 -0.208
H -0.837 4.073 -1.119
Be -0.491 -0.514 0.233
C -0.919 0.445 1.547
C 0.238 0.026 -1.204
H -0.830 1.517 1.324
H -1.965 0.238 1.818
H -0.307 0.212 2.432
H 1.319 0.148 -0.977
H 0.197 -0.690 -2.047
F 1.365 -4.751 -0.374
C 0.617 -3.688 -0.728
F 1.404 -2.799 -1.382
F -0.363 -4.094 -1.567
S -0.134 -2.879 0.783
O -0.777 -3.937 1.503
O 0.932 -2.107 1.403
O -1.124 -1.935 0.106
*
```

Summary:
Largest force on an atom: 3.35 eV/A
LUMO energy (spin up / spin down): 0.1869 / 0.1867 hartree
HOMO level (spin up / spin down): 0.0137 / -0.0514 hartree
Energy relative to the best compared isomer or geometry (same formula, charge and spin): 6.0 kcal/mol